No. 1
Entry from the Open Molecules 2025 dataset: a molecular structure, C13H17IN2Ti (ωB97M-V/def2-TZVPD).

Cartesian coordinates (Å):
C  -0.61974  -1.08412  -2.68367
C  2.69097  0.39146  -1.63937
H  -0.91195  -2.07793  -2.32039
H  0.11013  -1.23780  -3.50510
H  -1.45697  -0.51391  -3.09982
H  3.19966  -0.58789  -1.63832
H  2.64467  0.67374  -2.70902
H  3.34143  1.11742  -1.14440
Ti  0.69790  -0.11678  -1.41802
C  1.52513  -1.83111  -0.43490
H  0.73985  -2.34813  0.14175
H  2.31419  -1.51084  0.26660
H  1.96760  -2.54658  -1.15292
I  0.04698  2.11210  -2.61195
C  1.90971  2.11428  2.23774
C  0.92588  1.85994  3.18461
C  -0.16430  1.08999  2.81042
C  -0.24842  0.53941  1.52298
N  0.73079  0.79676  0.60133
C  1.75531  1.59683  0.96158
C  -1.43033  -0.22147  1.08057
C  -2.49937  -0.51494  1.96559
C  -3.69867  -1.03704  1.48575
C  -3.79611  -1.28966  0.11447
C  -2.68607  -1.05050  -0.69583
N  -1.51982  -0.55295  -0.23583
H  2.79261  2.71020  2.45382
H  1.00424  2.25865  4.18776
H  -0.97788  0.90005  3.50056
H  2.48204  1.86008  0.20395
H  -2.35490  -0.34297  3.02952
H  -4.53714  -1.22198  2.15677
H  -4.70724  -1.68464  -0.34243
H  -2.77028  -1.26769  -1.76286

Calculated values
- Spin multiplicity: 3
- LUMO energy (spin up / spin down): -0.0233 / -0.0946 Ha
- Frontier orbital gap (spin up / spin down): 5.87 / 5.08 eV

natural (NBO) charges, unit e, in atom order: C -1.008; C -1.026; H 0.210; H 0.217; H 0.231; H 0.212; H 0.242; H 0.210; Ti 1.091; C -0.888; H 0.203; H 0.213; H 0.200; I -0.317; C -0.240; C -0.154; C -0.212; C 0.166; N -0.445; C 0.084; C 0.180; C -0.217; C -0.158; C -0.241; C 0.066; N -0.418; H 0.230; H 0.226; H 0.217; H 0.230; H 0.215; H 0.227; H 0.230; H 0.225

***

No. 2
Entry from the Open Molecules 2025 dataset: a molecular structure, C13H17MoN3O3 (ωB97M-V/def2-TZVPD).

Cartesian coordinates (Å):
C  0.25985  -3.42097  -1.72185
C  0.11799  -2.93078  -3.17122
H  1.00231  -2.85280  -1.14469
H  0.61998  -4.45156  -1.77513
H  -0.70673  -3.46196  -1.21625
H  0.30941  -1.87082  -3.33065
H  0.83665  -3.44806  -3.82836
H  -0.87583  -3.15757  -3.58445
C  0.85384  -0.96718  2.30161
C  1.61515  -0.61521  3.41128
C  1.91913  0.73415  3.65590
C  1.36864  1.69023  2.80715
H  0.54164  -1.98659  2.08355
H  1.97751  -1.38898  4.06807
H  2.53825  1.02764  4.50015
H  1.51754  2.76411  2.95578
N  0.35993  -0.03185  1.45304
C  0.58066  1.29982  1.71629
C  -0.10302  2.17904  0.80182
N  -0.86401  1.49243  -0.10983
C  -1.70046  2.18417  -0.94146
C  -0.85318  4.27898  -0.09808
C  -1.69881  3.57171  -0.96242
H  -2.32155  1.55458  -1.57624
H  -2.37266  4.09233  -1.65263
C  -0.06492  3.57526  0.80452
H  0.61425  4.06432  1.50694
H  -0.80361  5.36503  -0.14131
Mo  -0.38328  -0.51103  -0.50482
C  1.09701  0.07993  -1.81596
H  1.39562  1.12043  -1.61132
H  0.81502  -0.01170  -2.86858
H  1.94197  -0.60201  -1.60896
O  -3.70256  -2.85951  0.81374
N  -2.48435  -3.05152  0.81038
O  -1.66415  -2.29484  1.38710
O  -1.68325  -1.15924  -1.41312

Calculated values
- Spin multiplicity: 3
- LUMO energy (spin up / spin down): -0.3317 / -0.3398 Ha
- Frontier orbital gap (spin up / spin down): 7.60 / 7.37 eV
- Net charge: +2

natural (NBO) charges, unit e, in atom order: C -0.640; C -0.623; H 0.170; H 0.276; H 0.209; H 0.185; H 0.241; H 0.239; C 0.096; C -0.205; C -0.070; C -0.179; H 0.248; H 0.271; H 0.272; H 0.255; N -0.557; C 0.181; C 0.172; N -0.481; C 0.092; C -0.070; C -0.209; H 0.252; H 0.279; C -0.183; H 0.259; H 0.272; Mo 1.772; C -0.933; H 0.254; H 0.288; H 0.260; O -0.096; N 0.539; O -0.385; O -0.448

***

No. 3
Entry from the Open Molecules 2025 dataset: a gas-phase ion, C13H17N2 (charge +1) (ωB97M-V/def2-TZVPD).

Cartesian coordinates (Å):
C  3.40869  -0.04714  0.60732
C  3.89076  -1.09300  1.25091
C  1.69355  -1.96117  1.62049
C  1.23590  -0.86122  0.82966
C  2.07490  0.10575  0.25796
C  3.11862  -2.13504  1.76203
C  -0.23108  -0.81396  0.62389
C  -1.00398  0.05612  0.11715
C  2.15197  1.62386  -1.51001
C  -2.57254  -0.65229  -1.59740
C  -1.57106  1.78419  -1.31289
C  -3.22311  0.81748  0.42297
C  -2.14185  0.50034  -0.63859
N  1.56263  1.03697  -0.54823
N  3.70187  -3.15458  2.40638
H  3.96889  0.77764  0.17682
H  4.97403  -1.16657  1.39945
H  1.05619  -2.77859  1.94941
H  -0.67918  -1.73420  0.85505
H  1.62360  2.49529  -2.03313
H  3.15907  1.20290  -1.82107
H  -2.92851  -1.57739  -1.06302
H  -3.24020  -0.40868  -2.32373
H  -1.54148  -0.95855  -1.90206
H  -0.59204  1.54802  -1.75975
H  -1.45350  2.53283  -0.49584
H  -2.33258  2.12877  -2.07330
H  -3.23748  1.88709  0.63045
H  -3.09020  0.30883  1.30362
H  -4.25734  0.61682  0.11123
H  4.72030  -3.24644  2.61552
H  3.17239  -3.97664  2.53131

Calculated values
- LUMO energy (spin up / spin down): -0.1892 / -0.1892 Ha
- Frontier orbital gap (spin up / spin down): 5.90 / 5.90 eV
- Net charge: +1

natural (NBO) charges, unit e, in atom order: C -0.176; C -0.225; C -0.246; C -0.023; C 0.067; C 0.213; C -0.362; C 0.622; C -0.021; C -0.567; C -0.579; C -0.588; C -0.227; N -0.411; N -0.770; H 0.224; H 0.225; H 0.221; H 0.327; H 0.211; H 0.184; H 0.225; H 0.236; H 0.215; H 0.233; H 0.237; H 0.250; H 0.228; H 0.221; H 0.241; H 0.418; H 0.396

***

No. 4
Entry from the Open Molecules 2025 dataset: C13H17NO4S in the gas phase (ωB97M-V/def2-TZVPD).

Cartesian coordinates (Å):
C  -5.37055  -0.38288  1.15922
S  -5.18036  0.74852  -0.24866
C  -4.08025  -0.23641  -1.33431
C  -2.69243  0.38122  -1.45016
C  -1.95877  0.42478  -0.10585
N  -0.70621  1.13284  -0.24318
C  0.30359  0.91615  0.62692
O  0.28257  0.06179  1.48154
O  1.31583  1.77304  0.40499
C  2.49892  1.57680  1.19241
C  3.44821  0.63283  0.50254
C  3.30019  -0.73994  0.65874
C  4.14537  -1.61159  -0.00493
C  5.14465  -1.12017  -0.82796
C  5.29437  0.24666  -0.98957
C  4.44725  1.11973  -0.32984
C  -1.67630  -0.99852  0.37672
O  -2.27233  -1.53820  1.26810
O  -0.79305  -1.62397  -0.40060
H  -5.97059  -1.23552  0.85315
H  -4.39493  -0.70278  1.51290
H  -5.88872  0.17426  1.93274
H  -4.55330  -0.26759  -2.31563
H  -4.04069  -1.24201  -0.92144
H  -2.79375  1.40365  -1.82100
H  -2.09500  -0.19147  -2.16322
H  -2.59865  0.91179  0.64530
H  -0.64516  1.91093  -0.87934
H  2.20637  1.18307  2.17121
H  2.93743  2.57111  1.29965
H  2.51675  -1.11771  1.29863
H  4.02613  -2.67753  0.12259
H  5.80590  -1.80128  -1.34323
H  6.07188  0.63379  -1.63173
H  4.56216  2.18631  -0.45884
H  -0.59652  -2.50169  -0.03784

Calculated values
- SMILES: CSCC[C@H](NC(=O)OCc1ccccc1)C(=O)O
- LUMO energy: 0.0253 Ha
- Frontier orbital gap: 9.21 eV

natural (NBO) charges, unit e, in atom order: C -0.741; S 0.152; C -0.523; C -0.407; C -0.154; N -0.620; C 0.899; O -0.657; O -0.515; C -0.111; C 0.023; C -0.233; C -0.197; C -0.211; C -0.210; C -0.228; C 0.820; O -0.602; O -0.691; H 0.211; H 0.246; H 0.228; H 0.229; H 0.225; H 0.211; H 0.226; H 0.227; H 0.411; H 0.215; H 0.197; H 0.233; H 0.211; H 0.213; H 0.213; H 0.209; H 0.502

***

No. 5
Entry from the Open Molecules 2025 dataset: C13H17NO6S in the gas phase (ωB97M-V/def2-TZVPD).

Cartesian coordinates (Å):
C  3.13523  4.52845  0.53384
O  2.30847  3.82400  -0.36571
C  1.46299  2.89634  0.09231
C  1.34240  2.54739  1.44340
C  0.45410  1.56884  1.84119
C  -0.32953  0.92806  0.90008
S  -1.43717  -0.35894  1.43571
O  -1.91525  -0.07998  2.75760
O  -2.40098  -0.62012  0.40428
N  -0.35018  -1.62525  1.62019
C  0.14071  -2.26744  0.42442
C  -0.87492  -3.18025  -0.29220
C  -1.18528  -4.45857  0.50030
C  -0.22700  -5.47543  -0.11737
C  -0.19329  -5.00332  -1.56839
O  -0.30411  -3.59245  -1.52922
C  -0.23852  1.25170  -0.43517
C  0.65339  2.23203  -0.85933
C  0.73941  2.57934  -2.29793
O  1.36726  3.48786  -2.77498
O  0.01312  1.74602  -3.06269
H  3.82022  3.85722  1.06055
H  2.54645  5.09761  1.25910
H  3.70826  5.21665  -0.08481
H  1.94382  3.04417  2.18726
H  0.34491  1.29631  2.87851
H  -0.68405  -2.26314  2.32731
H  0.43270  -1.47463  -0.26711
H  1.03491  -2.84323  0.68245
H  -1.77692  -2.59180  -0.49348
H  -2.21864  -4.76208  0.33256
H  -1.03071  -4.32744  1.56974
H  0.76342  -5.39103  0.33126
H  -0.57295  -6.50179  -0.02226
H  -1.04116  -5.42275  -2.12890
H  0.73280  -5.25546  -2.08955
H  -0.87465  0.74914  -1.14605
H  0.08857  2.01097  -3.99264

Calculated values
- SMILES: COc1ccc(S(=O)(=O)NC[C@@H]2CCCO2)cc1C(=O)O
- LUMO energy: 0.0074 Ha
- Frontier orbital gap: 9.38 eV

natural (NBO) charges, unit e, in atom order: C -0.257; O -0.470; C 0.460; C -0.338; C -0.111; C -0.401; S 2.315; O -0.940; O -0.940; N -0.862; C -0.248; C 0.067; C -0.431; C -0.433; C -0.064; O -0.528; C -0.114; C -0.258; C 0.774; O -0.569; O -0.690; H 0.180; H 0.181; H 0.211; H 0.229; H 0.243; H 0.401; H 0.217; H 0.203; H 0.214; H 0.217; H 0.203; H 0.201; H 0.220; H 0.162; H 0.188; H 0.264; H 0.504

***

No. 6
Entry from the Open Molecules 2025 dataset: a molecular structure, C13H18CuN6S (ωB97M-V/def2-TZVPD).

Cartesian coordinates (Å):
Cu  0.57248  -0.54190  -0.43209
C  -1.01903  1.61770  0.27653
N  -1.24065  2.99490  0.63859
C  -0.66625  3.85819  -0.39732
N  0.77457  3.63088  -0.54296
C  1.00210  2.25398  -0.90464
N  0.45312  1.30558  0.12820
C  1.11047  1.65193  1.43673
N  0.88321  3.02905  1.79945
C  -0.55852  3.26735  1.90792
C  1.42187  3.89473  0.74675
H  -1.50691  1.39621  -0.67447
H  -1.42363  0.96029  1.04823
H  -0.83673  4.90013  -0.12906
H  -1.16176  3.65761  -1.34869
H  2.07412  2.06867  -0.99223
H  0.51871  2.03199  -1.85807
H  2.18086  1.46712  1.33402
H  0.70623  0.98958  2.20385
H  -0.72731  4.30668  2.18735
H  -0.97444  2.62499  2.68564
H  2.49578  3.72666  0.65353
H  1.25403  4.93539  1.02178
N  0.84992  -1.81397  -3.38131
C  0.37010  -2.61608  -2.40892
N  0.35867  -2.28477  -1.13861
C  -0.20045  -3.30917  -0.35647
C  -0.33674  -3.29159  1.02571
C  -0.91816  -4.38285  1.64542
C  -1.35732  -5.48031  0.90377
C  -1.21889  -5.50899  -0.47211
C  -0.63387  -4.41139  -1.08700
S  -0.30661  -4.16295  -2.78320
H  1.47777  -1.07375  -3.11398
H  0.95970  -2.17319  -4.31426
H  0.01529  -2.44656  1.60561
H  -1.02991  -4.38757  2.72086
H  -1.80761  -6.32220  1.41079
H  -1.55418  -6.36236  -1.04533

Calculated values
- LUMO energy: -0.0954 Ha
- Frontier orbital gap: 9.19 eV
- Net charge: +1

natural (NBO) charges, unit e, in atom order: Cu 0.733; C -0.083; N -0.450; C -0.082; N -0.451; C -0.079; N -0.575; C -0.076; N -0.449; C -0.082; C -0.082; H 0.210; H 0.211; H 0.217; H 0.206; H 0.209; H 0.206; H 0.211; H 0.208; H 0.217; H 0.207; H 0.207; H 0.217; N -0.777; C 0.294; N -0.672; C 0.199; C -0.253; C -0.183; C -0.200; C -0.181; C -0.252; S 0.432; H 0.407; H 0.419; H 0.216; H 0.231; H 0.234; H 0.236